[1]
Formula: C2H6O2
Source: OMol25
Level of theory: the ωB97M-V functional and the def2-TZVPD basis

Properties
HOMO energy   -8.22 eV
Charge   0
Energy relative to the best compared isomer or geometry (same formula, charge and spin)   66.9 kcal per mole
SMILES   C=CO.O
2S+1   1
Lowest unoccupied orbital energy   0.68 eV

Atoms and positions in Å:
C: -1.033050 -0.010073 -0.844238
C: -1.484971 -0.104926 0.424171
O: -0.711584 0.104453 1.495028
H: -1.078488 -0.876548 -1.451685
H: -0.570576 0.896548 -1.278012
H: -2.526172 -0.442064 0.456340
H: -0.142001 0.893970 1.359539
H: 3.342012 -0.023811 0.015504
H: 1.789181 -0.291857 -0.479209
O: 2.415650 -0.145688 0.302565

Forces on atoms 1 to 2 (eV/Å):
C 0.598 1.766 -0.390
C 0.560 -1.107 -1.631

[2]
Formula: C7H30O10
Source: OMol25
Level of theory: the ωB97M-V functional and the def2-TZVPD basis

Properties
HOMO energy   -9.25 eV
Charge   0
Energy relative to the best compared isomer or geometry (same formula, charge and spin)   99.4 kcal per mole
SMILES   C=C(CC)CCC=O.O.O.O.O.O.O.O.O.O
2S+1   1
Lowest unoccupied orbital energy   0.05 eV

Atoms and positions in Å:
O: 0.562330 2.303000 1.623235
C: -0.520118 1.763912 1.538801
C: -1.042480 1.262234 0.152040
C: -1.073750 -0.279147 0.287418
C: -0.349578 -0.837164 -0.946747
C: 0.616765 -1.711885 -1.122070
C: -1.052253 -0.386774 -2.214502
C: -2.121803 -1.430104 -2.661582
H: -1.094006 1.543734 2.441590
H: -1.898974 1.766276 -0.259935
H: -0.175259 1.551112 -0.501992
H: -2.030519 -0.787589 0.463294
H: -0.381126 -0.544270 1.163190
H: 1.320341 -2.228977 -0.378766
H: 0.941783 -2.331434 -1.940836
H: -1.695952 0.529325 -1.980173
H: -0.367589 -0.248469 -3.092267
H: -2.527784 -0.999927 -3.564688
H: -3.009702 -1.150170 -1.986450
H: -1.894915 -2.497815 -2.532073
H: 2.205036 1.060630 -4.342041
H: 1.564800 0.545130 -3.083447
O: 1.368014 0.673661 -4.058060
H: -3.683612 1.080370 2.312510
H: -2.969467 1.471345 3.682018
O: -2.953683 1.543464 2.737180
H: 4.370221 -1.794228 -0.486857
H: 3.365863 -0.759396 -0.269361
O: 3.703930 -1.553029 0.155035
H: 1.547743 0.827899 0.120567
H: 2.324562 1.409112 -1.090489
O: 2.186061 0.639191 -0.551199
H: 1.810261 1.037190 2.753561
H: 2.823314 0.866349 3.989211
O: 2.062220 0.524264 3.514374
H: 2.913510 -2.747961 1.897582
H: 2.275512 -4.045503 1.514220
O: 2.586059 -3.571225 2.334668
H: -4.205600 -0.441009 -1.418394
H: -3.223670 0.314936 -0.387997
O: -4.152482 0.227786 -0.734935
H: 1.981169 3.823254 -2.004648
H: 0.480742 3.504769 -2.420523
O: 1.251871 3.226033 -1.944487
H: -0.943422 -1.809972 4.402199
H: -0.163004 -0.426600 4.147764
O: -0.731357 -0.912329 4.744064

Forces on atoms 1 to 2 (eV/Å):
O 0.161 -0.158 -0.251
C -0.123 0.193 -0.773

[3]
Formula: C3H3BrO
Source: OMol25
Level of theory: the ωB97M-V functional and the def2-TZVPD basis

Properties
HOMO energy   -10.75 eV
Charge   0
Energy relative to the best compared isomer or geometry (same formula, charge and spin)   44.6 kcal per mole
2S+1   1
Lowest unoccupied orbital energy   0.76 eV

Atoms and positions in Å:
C: 2.000111 1.192921 1.741045
C: 2.557480 0.920139 0.686249
C: 0.885087 -0.009749 -2.257141
O: 0.009090 0.683159 -2.025242
Br: -2.621649 -0.937532 -2.098750
H: 1.327782 1.458230 2.517540
H: -2.456223 -0.724004 -0.744406
H: 3.035636 1.055082 -0.310734

Forces on atoms 1 to 2 (eV/Å):
C 0.831 -0.647 -2.607
C -0.442 1.513 0.694

[4]
Formula: C36H36Cl2F6I2N6O6S3TeTl
Source: OMol25
Level of theory: the ωB97M-V functional and the def2-TZVPD basis

Properties
HOMO energy (alpha / beta)   -10.57 / -10.41 eV
Charge   +1
Energy relative to the best compared isomer or geometry (same formula, charge and spin)   52.6 kcal per mole
2S+1   1
Lowest unoccupied orbital energy (alpha / beta)   -3.90 / -4.99 eV

Atoms and positions in Å:
Tl: -0.333124 -0.029821 -0.119007
Cl: 7.355026 2.332230 0.969789
C: 5.866837 1.474795 0.745771
C: 5.894588 0.122383 0.416981
C: 4.714107 -0.561775 0.278746
Cl: 4.798429 -2.250500 -0.177391
C: 3.421073 0.013606 0.478946
O: 2.356940 -0.708834 0.479357
C: 3.449311 1.427450 0.696062
C: 2.261000 2.265508 0.673437
O: 1.139381 1.944548 0.324441
C: 4.660982 2.114691 0.860048
H: 6.842066 -0.379403 0.273295
H: 2.449678 3.324412 0.923661
H: 4.638443 3.181337 1.049807
I: -3.165962 -0.759934 -1.706068
C: -3.614584 -2.715877 -1.764783
I: -0.260102 -4.628770 0.328476
H: -3.118032 -3.352819 -2.477696
H: -4.360855 -3.104248 -1.091234
N: 0.552992 0.013119 -2.404578
S: 2.065985 0.498966 -2.675254
C: 2.024611 2.088490 -3.467014
C: 1.200954 2.320409 -4.560668
C: 1.188762 3.583766 -5.123471
C: 1.998899 4.588231 -4.602830
C: 2.820337 4.339839 -3.514376
C: 2.832839 3.079522 -2.932618
C: 2.634955 -0.529514 -4.038927
C: 1.761891 -1.397772 -4.668007
C: 2.242751 -2.195107 -5.699614
C: 3.575149 -2.117697 -6.077567
C: 4.441321 -1.247754 -5.424388
C: 3.974793 -0.450611 -4.392254
H: -0.123410 0.710171 -2.716190
H: 0.579157 1.529071 -4.961695
H: 0.551585 3.786976 -5.973327
H: 1.985648 5.572248 -5.051798
H: 3.444798 5.125737 -3.112031
H: 3.452462 2.870514 -2.068641
H: 0.728204 -1.441417 -4.348696
H: 1.571586 -2.875208 -6.206993
H: 3.944162 -2.737000 -6.884055
H: 5.480359 -1.192270 -5.719639
H: 4.640746 0.231024 -3.875162
C: -2.446651 -0.509604 2.380247
N: -0.971226 -0.302482 2.369048
C: -0.669066 0.986460 3.061106
N: -1.158449 0.956592 4.426824
C: -2.610453 0.733933 4.393551
N: -2.939008 -0.541014 3.744950
C: -2.269829 -1.622477 4.465117
N: -0.809557 -1.444044 4.491591
C: -0.331361 -1.395070 3.120808
C: -0.523759 -0.153764 5.133217
H: -2.662978 -1.464655 1.894444
H: -2.924802 0.298427 1.823674
H: -1.138060 1.797102 2.514805
H: 0.414342 1.126666 3.060511
H: -3.087184 1.547587 3.845966
H: -2.990428 0.719633 5.415011
H: -2.504776 -2.574984 3.985826
H: -2.635445 -1.648548 5.491777
H: -0.570267 -2.339694 2.624027
H: 0.749750 -1.237911 3.111169
H: 0.556680 0.004478 5.152986
H: -0.891146 -0.185131 6.159147
C: 3.145051 -4.979531 -0.406975
Te: 2.015453 -3.177612 -0.101423
C: 2.583538 -3.385890 1.936836
C: 3.518396 -4.561985 2.032181
C: 4.115396 -4.879170 3.249763
C: 4.980677 -5.954167 3.338907
C: 5.256571 -6.720914 2.212166
C: 4.666770 -6.408121 1.001278
C: 3.793415 -5.326980 0.906343
H: 3.874413 -4.796791 -1.198444
H: 2.459173 -5.752749 -0.750414
H: 1.681890 -3.531459 2.527733
H: 3.053055 -2.445952 2.222612
H: 3.900348 -4.280075 4.126346
H: 5.444337 -6.194857 4.285834
H: 5.932334 -7.562500 2.280022
H: 4.879465 -7.003614 0.121861
F: -1.594059 5.143792 -1.950098
C: -0.936604 4.315009 -1.155074
F: -0.625298 4.936463 -0.024819
F: 0.192326 3.944959 -1.764108
S: -1.965634 2.806556 -0.786338
O: -1.593534 2.354207 0.539706
O: -1.573975 1.883487 -1.843096
N: -3.414978 3.330779 -0.913223
S: -4.476046 2.951965 0.239399
O: -4.454892 1.550276 0.575734
O: -4.529531 3.907911 1.297171
C: -5.994357 3.174282 -0.785855
F: -7.057404 3.043611 -0.002377
F: -6.033007 2.234109 -1.730999
F: -6.016194 4.368659 -1.361114

Forces on atoms 1 to 2 (eV/Å):
Tl 0.335 0.003 -0.082
Cl -0.019 -0.012 -0.025